# 1
A cluster of 3 separate species, C17H30ClFO7P2 in total. Source: the OMol25 dataset; level of theory: the ωB97M-V functional and the def2-TZVPD basis.

Each line ends with the Mulliken charge.
Element x y z (Å)
C 0.72 7.07 -1.69  -1.055
C 1.33 6.52 -0.28  0.018
Cl 0.64 7.49 1.11  -0.174
C 1.26 4.92 -0.12  -0.520
C 0.06 4.35 0.78  0.551
P -1.54 5.00 -0.02  0.181
C -2.62 3.61 -0.73  -0.996
O -2.49 5.71 1.25  -0.567
O 0.12 4.54 2.24  -0.232
C -0.77 3.46 2.68  0.187
O -1.30 3.50 3.81  -0.562
O -0.88 2.43 1.65  -0.377
C 0.31 2.74 0.83  0.443
C 0.42 1.95 -0.58  0.076
C 0.07 0.38 -0.45  -0.086
O 0.86 -0.42 -1.03  -0.494
F -1.06 -0.15 0.24  -0.286
P 1.69 2.12 2.05  0.021
C 1.01 0.65 3.08  -0.793
C 3.19 1.47 1.10  -0.802
H -0.41 6.96 -1.75  0.255
H 1.24 6.51 -2.54  0.294
H 0.95 8.20 -1.75  0.365
H 2.46 6.79 -0.34  0.389
H 1.22 4.49 -1.19  0.270
H 2.28 4.57 0.30  0.247
H -2.82 2.74 -0.02  0.259
H -3.65 4.09 -0.95  0.392
H -2.19 3.31 -1.75  0.287
H -2.15 6.64 1.27  0.335
H 1.49 2.04 -1.00  0.371
H -0.26 2.39 -1.40  0.375
H 0.61 -0.21 2.45  0.173
H 1.83 0.23 3.79  0.356
H 0.15 0.98 3.79  0.264
H 4.10 1.28 1.77  0.358
H 3.54 2.24 0.31  0.267
H 2.94 0.46 0.60  0.205
C -0.96 -5.00 0.95  -0.975
C 0.37 -4.41 0.58  0.807
C 0.39 -3.35 -0.49  -0.589
O 1.40 -4.78 1.13  -0.595
H -0.83 -5.75 1.73  0.277
H -1.63 -4.22 1.33  0.337
H -1.41 -5.48 0.08  0.221
H -0.21 -2.50 -0.17  -0.064
H 0.01 -3.76 -1.42  0.335
H 1.42 -3.02 -0.64  0.277
C -2.07 -9.22 -1.27  -1.068
C -1.08 -8.28 -1.92  0.782
C -0.13 -8.87 -2.93  -1.098
O -1.05 -7.10 -1.64  -0.516
H -2.69 -8.66 -0.57  0.272
H -2.71 -9.66 -2.03  0.327
H -1.53 -10.00 -0.72  0.328
H -0.69 -9.30 -3.76  0.331
H 0.49 -9.63 -2.45  0.330
H 0.52 -8.08 -3.31  0.284

Summary:
HOMO energy = -8.28 eV
SMILES = C[C@@H](Cl)C[C@]1(P(C)O)OC(=O)O[C@]1(CC(=O)F)P(C)C.CC(C)=O.CC(C)=O
gap between HOMO and LUMO = 8.449 eV

# 2
A cluster of 4 separate species, C17H30ClNO3P in total. Source: the OMol25 dataset; level of theory: the ωB97M-V functional and the def2-TZVPD basis.

Each line ends with the Mulliken charge.
Element x y z (Å)
C -0.74 -1.22 2.20  -1.328
C -1.74 -0.59 1.22  -0.090
P -1.85 1.21 1.49  0.050
C -2.73 1.83 0.02  -0.758
C -0.16 1.72 0.95  -0.041
C 0.54 1.02 -0.02  0.079
N 1.76 1.40 -0.45  0.250
C 2.37 2.49 0.03  -0.579
C 1.75 3.26 0.98  -0.549
C 0.48 2.87 1.45  0.511
Cl -0.25 3.85 2.62  -0.124
H -0.91 -2.29 2.27  0.510
H -0.82 -0.78 3.19  0.361
H 0.27 -1.09 1.83  0.233
H -1.44 -0.83 0.20  -0.367
H -2.74 -1.01 1.37  0.603
H -3.68 2.29 0.28  0.528
H -2.86 1.05 -0.72  0.227
H -2.12 2.59 -0.46  0.151
H 0.12 0.14 -0.50  0.052
H 2.22 0.84 -1.16  0.311
H 3.34 2.74 -0.37  0.438
H 2.22 4.15 1.36  0.472
C -0.59 2.36 -3.46  -0.752
C -1.90 1.68 -3.79  0.880
O -2.82 1.69 -3.01  -0.551
C -1.97 0.97 -5.12  -1.198
H -0.68 2.84 -2.49  0.101
H 0.20 1.62 -3.43  0.091
H -0.35 3.11 -4.21  0.474
H -1.20 0.20 -5.18  0.257
H -1.81 1.68 -5.93  0.437
H -2.95 0.51 -5.24  0.324
C -1.52 -1.93 -2.57  -1.076
C -0.06 -1.62 -2.38  0.940
O 0.36 -0.48 -2.45  -0.563
C 0.85 -2.78 -2.12  -1.395
H -2.09 -1.02 -2.74  0.161
H -1.66 -2.61 -3.41  0.426
H -1.91 -2.43 -1.68  0.402
H 0.80 -3.49 -2.95  0.416
H 0.54 -3.31 -1.22  0.318
H 1.88 -2.44 -2.01  0.352
C 1.66 -1.07 5.26  -1.085
C 1.94 -2.47 4.76  0.904
O 1.08 -3.31 4.75  -0.542
C 3.34 -2.75 4.26  -1.099
H 0.63 -1.00 5.59  0.276
H 2.32 -0.83 6.10  0.425
H 1.84 -0.34 4.47  0.208
H 4.06 -2.58 5.06  0.344
H 3.58 -2.09 3.43  0.265
H 3.40 -3.79 3.93  0.320

Summary:
HOMO energy = -11.71 eV
net charge = +1
gap between HOMO and LUMO = 7.642 eV

# 3
A cluster of 2 separate species, C17H30F4NO3 in total. Source: the OMol25 dataset; level of theory: the ωB97M-V functional and the def2-TZVPD basis.

Each line ends with the Mulliken charge.
Element x y z (Å)
C 5.63 0.89 -1.15  -0.721
C 5.10 0.12 -2.53  0.643
O 5.65 -1.10 -2.75  -0.515
O 4.04 0.71 -3.42  -0.400
C 2.79 0.11 -2.86  -0.375
C 1.45 1.02 -3.11  -0.449
C 0.57 0.96 -1.69  -0.245
C -1.04 0.77 -1.93  -0.778
C -1.94 0.41 -0.62  0.878
C -3.36 1.24 -0.65  0.713
F -4.17 1.07 0.61  -0.266
F -3.11 2.73 -0.74  -0.246
F -4.27 0.80 -1.76  -0.256
C -1.31 0.28 0.88  -0.939
N -0.51 -1.01 0.76  -0.008
C -0.94 -1.90 -0.22  0.181
C -0.25 -3.36 -0.67  -0.557
C 0.40 -3.05 -2.17  -0.012
C 1.16 -4.36 -2.82  -0.303
F 2.61 -4.45 -2.46  -0.302
C -2.29 -1.17 -0.85  -0.970
H 6.57 1.55 -1.33  0.302
H 5.85 0.09 -0.31  0.282
H 4.71 1.53 -0.73  0.236
H 2.71 -0.99 -3.33  0.161
H 3.05 -0.08 -1.71  0.326
H 1.70 2.13 -3.37  0.350
H 0.78 0.55 -3.98  0.310
H 0.79 1.89 -1.03  0.337
H 0.96 0.00 -1.15  0.012
H -1.46 1.75 -2.45  0.350
H -1.21 -0.10 -2.73  0.228
H -2.00 0.44 1.82  0.263
H -0.48 1.13 0.91  0.320
H 0.33 -1.12 1.37  0.322
H 0.66 -3.58 0.04  0.302
H -1.04 -4.22 -0.73  0.360
H 1.21 -2.18 -2.14  -0.202
H -0.42 -2.71 -2.96  0.283
H 0.60 -5.35 -2.52  0.289
H 1.14 -4.29 -4.02  0.279
H -2.69 -1.55 -1.89  0.385
H -3.08 -1.38 0.03  0.396
C -2.75 2.85 4.32  -1.230
C -1.73 1.86 4.85  0.743
C -2.13 1.34 6.23  -1.355
O -0.46 2.49 4.94  -0.568
H -2.83 3.72 4.98  0.414
H -2.44 3.23 3.34  0.303
H -3.74 2.39 4.23  0.339
H -1.63 1.02 4.15  -0.024
H -2.19 2.15 6.95  0.353
H -1.38 0.63 6.60  0.339
H -3.10 0.83 6.19  0.354
H -0.53 3.24 5.56  0.368

Summary:
HOMO energy = -12.52 eV
net charge = +1
gap between HOMO and LUMO = 7.607 eV

# 4
An isolated molecule of C17H30N2OS. Source: the OMol25 dataset; level of theory: the ωB97M-V functional and the def2-TZVPD basis.

Each line ends with the Mulliken charge.
Element x y z (Å)
C -5.83 -0.61 2.12  -1.186
C -4.93 -0.63 0.93  0.508
C -4.72 -1.64 0.04  -0.567
C -3.79 -1.31 -0.97  -0.611
C -3.28 -0.05 -0.85  0.718
C -2.24 0.62 -1.69  -1.547
N -0.87 0.37 -1.28  0.295
C -0.46 -1.02 -1.39  -0.838
C 1.05 -1.13 -1.16  -0.832
N 1.36 -0.57 0.13  0.208
C 2.59 -1.00 0.75  -1.114
C 3.92 -0.58 0.09  -0.075
C 5.14 -1.23 0.75  0.613
C 5.26 -2.71 0.38  -1.487
C 6.41 -0.49 0.34  -1.584
C 0.97 0.82 0.24  0.335
C 1.64 1.80 -0.75  -0.663
C 1.98 3.14 -0.09  -0.751
O 3.08 3.05 0.79  -0.543
C -0.55 0.86 0.05  -1.663
S -3.96 0.75 0.54  -0.188
H -6.56 0.19 2.03  0.302
H -6.35 -1.56 2.20  0.337
H -5.26 -0.45 3.03  0.300
H -5.22 -2.59 0.09  0.388
H -3.51 -1.98 -1.76  0.463
H -2.33 0.27 -2.72  0.479
H -2.39 1.70 -1.67  0.460
H -0.98 -1.66 -0.65  0.390
H -0.71 -1.37 -2.39  0.438
H 1.57 -0.62 -1.99  0.265
H 1.34 -2.18 -1.17  0.470
H 2.58 -0.63 1.78  0.283
H 2.55 -2.09 0.79  0.349
H 3.89 -0.84 -0.97  0.272
H 4.03 0.51 0.17  0.119
H 5.03 -1.15 1.84  0.261
H 6.14 -3.14 0.85  0.420
H 5.36 -2.82 -0.70  0.330
H 4.39 -3.27 0.70  0.367
H 7.28 -0.93 0.80  0.454
H 6.54 -0.53 -0.74  0.324
H 6.36 0.56 0.63  0.380
H 1.19 1.12 1.28  0.625
H 0.96 1.97 -1.58  0.479
H 2.56 1.37 -1.14  0.283
H 1.10 3.54 0.43  0.253
H 2.28 3.86 -0.85  0.382
H 2.89 2.37 1.45  0.338
H -1.03 0.26 0.84  0.360
H -0.91 1.89 0.14  0.401

Summary:
energy relative to the best compared isomer or geometry (same formula, charge and spin) = 0.00 kcal/mol
HOMO energy = -8.06 eV
SMILES = Cc1ccc(CN2CCN(CCC(C)C)[C@@H](CCO)C2)s1
gap between HOMO and LUMO = 8.793 eV

Among the records above, which one has the lowest HOMO energy?
C17H30F4NO3

What did the second record say?
A cluster of 4 separate species, C17H30ClNO3P in total. Source: the OMol25 dataset; level of theory: the ωB97M-V functional and the def2-TZVPD basis.

Each line ends with the Mulliken charge.
Element x y z (Å)
C -0.74 -1.22 2.20  -1.328
C -1.74 -0.59 1.22  -0.090
P -1.85 1.21 1.49  0.050
C -2.73 1.83 0.02  -0.758
C -0.16 1.72 0.95  -0.041
C 0.54 1.02 -0.02  0.079
N 1.76 1.40 -0.45  0.250
C 2.37 2.49 0.03  -0.579
C 1.75 3.26 0.98  -0.549
C 0.48 2.87 1.45  0.511
Cl -0.25 3.85 2.62  -0.124
H -0.91 -2.29 2.27  0.510
H -0.82 -0.78 3.19  0.361
H 0.27 -1.09 1.83  0.233
H -1.44 -0.83 0.20  -0.367
H -2.74 -1.01 1.37  0.603
H -3.68 2.29 0.28  0.528
H -2.86 1.05 -0.72  0.227
H -2.12 2.59 -0.46  0.151
H 0.12 0.14 -0.50  0.052
H 2.22 0.84 -1.16  0.311
H 3.34 2.74 -0.37  0.438
H 2.22 4.15 1.36  0.472
C -0.59 2.36 -3.46  -0.752
C -1.90 1.68 -3.79  0.880
O -2.82 1.69 -3.01  -0.551
C -1.97 0.97 -5.12  -1.198
H -0.68 2.84 -2.49  0.101
H 0.20 1.62 -3.43  0.091
H -0.35 3.11 -4.21  0.474
H -1.20 0.20 -5.18  0.257
H -1.81 1.68 -5.93  0.437
H -2.95 0.51 -5.24  0.324
C -1.52 -1.93 -2.57  -1.076
C -0.06 -1.62 -2.38  0.940
O 0.36 -0.48 -2.45  -0.563
C 0.85 -2.78 -2.12  -1.395
H -2.09 -1.02 -2.74  0.161
H -1.66 -2.61 -3.41  0.426
H -1.91 -2.43 -1.68  0.402
H 0.80 -3.49 -2.95  0.416
H 0.54 -3.31 -1.22  0.318
H 1.88 -2.44 -2.01  0.352
C 1.66 -1.07 5.26  -1.085
C 1.94 -2.47 4.76  0.904
O 1.08 -3.31 4.75  -0.542
C 3.34 -2.75 4.26  -1.099
H 0.63 -1.00 5.59  0.276
H 2.32 -0.83 6.10  0.425
H 1.84 -0.34 4.47  0.208
H 4.06 -2.58 5.06  0.344
H 3.58 -2.09 3.43  0.265
H 3.40 -3.79 3.93  0.320

Summary:
HOMO energy = -11.71 eV
net charge = +1
gap between HOMO and LUMO = 7.642 eV

Among the records above, which one has the lowest HOMO energy?
C17H30F4NO3